No. 1
{
  "formula": "C10H13BF4NO8P",
  "method": "wB97M-V/def2-TZVPD",
  "elements": ["C", "H", "H", "H", "C", "O", "O", "H", "O", "C", "C", "B", "H", "N", "H", "O", "C", "H", "O", "C", "F", "F", "O", "C", "H", "C", "F", "H", "F", "C", "H", "O", "H", "P", "C", "H", "H", "O"],
  "xyz": [[1.3342, -1.3919, -0.0442], [-0.9345, 1.9130, -2.1987], [2.2185, -1.0777, -0.5923], [0.8566, -1.0806, -2.6673], [-1.3925, 0.8565, 0.9716], [-2.1241, 3.8658, -0.4084], [0.8483, -4.0108, 0.4339], [-1.2928, 0.3011, 4.2755], [1.8340, -3.4141, -1.8157], [-0.8031, 1.3388, -1.2932], [-2.5574, 2.7740, -0.1723], [-0.2262, -0.9884, 2.3383], [2.6607, -2.9279, -1.7170], [0.3050, -0.3613, -0.1016], [-0.0421, 1.5184, 3.9040], [-0.6192, -2.8386, -1.3344], [-0.4450, -0.1319, 1.0047], [0.1869, 0.3757, 5.2393], [0.4597, -0.4299, 3.3748], [0.1170, 0.3414, -1.2521], [2.6250, 1.4469, -4.1843], [3.9569, 1.6848, -2.4988], [-0.7028, -2.2526, 2.3608], [0.9228, -0.0131, -2.4685], [1.6642, -1.5719, 0.9750], [-1.5773, 1.6250, -0.1725], [-5.2811, 4.4791, -0.0474], [0.4950, 0.4895, -3.3315], [1.9562, 2.5069, -2.4322], [-0.2231, 0.5009, 4.2432], [-0.2825, -2.7727, 3.0578], [2.3057, 0.3088, -2.2982], [-3.9549, 1.5136, 0.0271], [0.7182, -2.9750, -0.7628], [2.7071, 1.4837, -2.8510], [0.0820, -4.6037, 0.4189], [-1.9994, 1.0628, 1.8428], [-3.7961, 2.4554, 0.1766]],
  "nbo_charge": [-0.63, 0.26, 0.27, 0.23, -0.22, -0.48, -0.98, 0.18, -0.97, -0.20, 0.75, 1.14, 0.51, -0.27, 0.20, -1.07, -0.03, 0.21, -0.74, 0.24, -0.32, -0.29, -0.86, -0.13, 0.27, 0.02, -0.95, 0.24, -0.32, -0.25, 0.51, -0.54, 0.47, 2.33, 1.17, 0.53, 0.25, -0.55],
  "lumo_ev": -2.255,
  "total_charge": 0,
  "orbital_gap_ev": 3.0
}

No. 2
{
  "formula": "C6H10O",
  "method": "wB97M-V/def2-TZVPD",
  "elements": ["H", "H", "H", "H", "C", "H", "C", "H", "H", "C", "H", "H", "C", "H", "O", "C", "C"],
  "xyz": [[1.0919, -0.9371, -1.1076], [-2.3575, -1.7688, 0.0991], [2.1040, -1.3890, 0.2901], [-0.0288, 2.3727, 0.3911], [-1.2559, -0.2498, 1.0573], [2.5580, -0.0245, -0.7426], [0.9359, 0.4175, 0.5921], [1.5952, 0.8976, 1.3199], [-2.1973, 1.3604, -0.1897], [-1.3095, 0.7176, -0.1411], [-0.6167, -2.0787, -0.1256], [0.3743, 1.6394, -1.1736], [0.0319, 1.4236, -0.1524], [0.2311, -0.1250, 1.3376], [-1.3660, -0.3523, -1.1187], [1.7078, -0.5485, -0.2898], [-1.3747, -1.2882, -0.0311]],
  "nbo_charge": [0.22, 0.22, 0.21, 0.22, 0.00, 0.22, -0.32, 0.22, 0.20, -0.03, 0.21, 0.22, -0.42, 0.22, -0.55, -0.63, -0.22],
  "lumo_ev": 0.330,
  "total_charge": 0,
  "orbital_gap_ev": 8.9,
  "de_lowest_kj_mol": 452.2
}

No. 3
{
  "formula": "C3H6Cl2",
  "method": "wB97M-V/def2-TZVPD",
  "elements": ["H", "C", "H", "H", "H", "Cl", "H", "Cl", "H", "C", "C"],
  "xyz": [[-0.0727, 1.0437, 1.5111], [-0.1587, 1.2571, 0.4550], [2.7018, -0.5617, -0.4989], [0.0945, 2.1708, -0.0115], [0.1745, -1.3714, 0.9816], [-0.1855, 0.3551, -2.1157], [-1.0683, -1.5761, 0.0230], [-1.9770, 1.6886, 0.6867], [0.6054, -1.7972, -0.5746], [-0.0648, -1.3037, 0.0012], [-0.0493, 0.0948, -0.4579]],
  "mulliken_spin": [0.01, -0.05, 0.97, 0.01, 0.00, 0.10, 0.04, 0.14, -0.01, 0.01, 0.77],
  "s_squared": 2.01,
  "multiplicity": 3,
  "lumo_ev": [0.973, -0.794],
  "total_charge": 0,
  "orbital_gap_ev": [8.9, 9.8],
  "de_lowest_kj_mol": 7.3
}

No. 4
{
  "formula": "C21H27Ge2N3O6PdSSe",
  "method": "wB97M-V/def2-TZVPD",
  "elements": ["H", "C", "Ge", "C", "C", "H", "C", "H", "C", "H", "C", "N", "H", "C", "C", "O", "Pd", "C", "H", "H", "H", "Ge", "H", "H", "H", "O", "N", "C", "C", "H", "C", "H", "C", "H", "H", "H", "H", "H", "C", "H", "C", "C", "C", "H", "C", "H", "H", "O", "S", "H", "Se", "O", "H", "O", "H", "N", "H", "C", "C", "C", "H", "O"],
  "xyz": [[-3.6043, 1.8470, -0.2079], [2.1755, -0.5510, -1.7398], [-0.4765, 0.3394, -0.7864], [3.0568, -1.2251, -2.5707], [0.3790, 2.7178, 2.0794], [2.5771, 0.0344, -0.9220], [0.2822, 4.9513, -1.6150], [4.4363, -0.5452, 4.3192], [-1.1209, 3.0058, -1.6809], [-2.5939, -2.7431, -1.8278], [-3.0160, 0.2553, -3.3797], [-1.0030, 2.4801, 1.8727], [3.2578, -2.5554, -4.2470], [3.5878, -1.2123, 4.2200], [1.3077, 4.1837, -1.0793], [1.3939, -2.1770, 0.9674], [0.5052, -0.2165, 1.3778], [-0.9323, 4.3602, -1.9269], [-4.9425, 0.9885, -0.9844], [-4.0642, 0.0388, -3.6001], [-1.6403, 0.8587, 2.9241], [-2.7436, -0.2160, -1.5095], [-2.8189, 1.3077, -3.5821], [-0.7344, -1.5753, -3.1152], [0.6835, -3.3879, 3.4640], [0.7032, 3.8632, 2.3642], [1.4626, -2.8624, 3.9073], [0.7963, -0.6388, -1.9298], [-4.0012, 0.8577, -0.4463], [-2.0811, 2.5632, -1.9202], [1.1888, -1.5571, 4.1952], [4.7968, -2.9966, 3.8465], [2.3287, -0.7107, 4.3299], [0.4249, 6.0133, -1.7737], [-4.2803, -2.2074, -1.5603], [4.1235, -1.1465, -2.4005], [2.7588, -4.4007, 3.4736], [-2.3871, -0.3420, -4.0378], [-0.0982, 2.2193, -1.1495], [-1.5661, 3.2009, 2.3003], [0.3293, -1.4418, -2.9658], [2.7090, -3.3596, 3.7596], [3.8053, -2.5822, 3.9477], [-3.1155, -2.3299, -0.2097], [-3.2381, -2.0728, -1.2576], [-4.2169, 0.3324, 0.4875], [2.2502, 4.6449, -0.8138], [-0.2854, -4.0438, 1.9804], [-0.4074, -1.0499, 4.3400], [2.1439, 0.3384, 4.5094], [-0.0691, -2.9901, 0.7389], [1.1621, 1.7140, 1.9245], [-2.2816, 1.0222, 1.3871], [-1.1311, -1.6604, 0.8927], [0.8153, -2.7488, -4.5969], [-1.4685, 1.1625, 1.9705], [1.9232, 2.2569, -0.4033], [1.1208, 2.8285, -0.8483], [2.5715, -2.0121, -3.6087], [1.2047, -2.1194, -3.8059], [-1.7385, 4.9525, -2.3433], [-0.2049, -3.6607, -0.7338]],
  "mulliken_spin": [0.00, -0.02, -0.01, 0.00, 0.00, 0.00, 0.00, 0.00, 0.00, 0.00, 0.00, -0.01, 0.00, 0.00, 0.00, 0.05, 0.81, 0.00, 0.00, 0.00, 0.00, 0.00, 0.00, 0.00, 0.00, 0.00, 0.00, 0.00, 0.00, 0.00, 0.00, 0.00, 0.00, 0.00, 0.00, 0.00, 0.00, 0.00, 0.00, 0.00, 0.00, 0.00, 0.00, 0.00, 0.00, 0.00, 0.00, 0.00, 0.00, 0.00, 0.00, 0.01, -0.02, 0.10, 0.00, 0.09, -0.01, 0.00, 0.00, 0.00, 0.00, 0.01],
  "s_squared": 0.76,
  "multiplicity": 2,
  "lumo_ev": [1.836, 1.973],
  "total_charge": -1,
  "orbital_gap_ev": [7.0, 7.1],
  "de_lowest_kj_mol": 278.5
}

No. 5
{
  "formula": "C23H52N7O3S",
  "method": "wB97M-V/def2-TZVPD",
  "elements": ["C", "C", "H", "C", "C", "H", "H", "C", "N", "H", "H", "N", "C", "H", "O", "H", "H", "C", "H", "C", "H", "H", "H", "H", "C", "N", "C", "H", "H", "H", "C", "C", "H", "N", "C", "H", "H", "H", "H", "C", "H", "H", "C", "H", "H", "H", "C", "H", "S", "H", "C", "H", "H", "N", "C", "H", "H", "O", "H", "H", "H", "N", "H", "C", "H", "O", "H", "C", "H", "H", "H", "C", "H", "H", "C", "C", "H", "H", "H", "H", "H", "H", "H", "N", "H", "H"],
  "xyz": [[0.8982, -2.5063, -0.2814], [-5.6833, 4.4302, -0.4356], [3.0269, -3.7154, -2.6702], [7.3565, 0.3573, 3.7173], [2.5756, -1.6185, -2.5968], [-0.8424, -2.0465, 0.7928], [-3.0600, -2.0601, -0.5054], [-3.0912, 0.4407, -1.0357], [1.6900, -0.7137, -1.8432], [-3.7192, 6.6585, -0.3832], [-1.0628, -2.0252, -0.9355], [-2.1772, 0.8082, -2.9433], [-1.2734, 0.4901, -2.1048], [-4.4432, 4.2782, -2.1374], [7.6444, -0.7037, 0.7058], [-5.7721, -1.3484, 0.6277], [3.3831, -3.0047, -1.0811], [7.1338, -1.3787, 1.8370], [-6.3249, 5.9379, 2.3794], [-0.6068, -2.6038, -0.1188], [-3.3845, 3.0743, -0.4670], [-6.6281, 6.4742, 0.7144], [1.6246, 1.5884, 0.8794], [-6.5008, 4.9986, -0.8988], [-2.5353, -4.1122, -0.8158], [5.4423, 0.4101, 2.2101], [-4.0530, 6.2069, -1.3182], [-2.3325, -3.9990, -1.8903], [7.9277, -1.9582, 2.3253], [-6.3418, -0.0304, -0.3952], [1.3784, -1.0429, -0.4627], [-5.5259, -0.7367, -0.2465], [4.7725, -0.1640, 1.7047], [-3.3816, 0.7879, -2.2396], [1.6446, 1.1301, 1.8740], [-0.2134, 0.4284, -2.2965], [2.3301, 1.6943, 2.5055], [5.8655, -1.1503, 3.5122], [6.4011, -2.0888, 1.4411], [-4.8445, -3.0436, -1.1749], [8.8683, 0.8888, 1.2872], [-5.9049, 3.3664, -0.5607], [-5.9083, 5.9795, 1.3741], [9.3821, -0.0603, -0.1172], [1.2390, -0.9865, 2.1285], [5.9329, 0.9284, 1.4852], [-4.3553, 4.7239, -1.1411], [-0.5415, -4.7915, -0.3831], [-4.0884, 0.2316, 0.3709], [3.5746, -1.1955, -2.7356], [6.4214, -0.4768, 2.8509], [-1.4285, -4.2447, 1.0168], [0.6367, 1.2487, 2.2784], [1.3494, -3.3608, -1.4404], [-1.2280, -4.0093, -0.0334], [-4.9918, 6.5740, 1.4019], [8.1905, -0.2392, 4.0893], [-5.6715, 4.6474, 0.9612], [0.6747, -3.2838, -2.2061], [-2.9722, -5.1043, -0.6673], [-3.2538, 6.3392, -2.0462], [2.4888, -0.7961, 0.4568], [2.8790, -0.5388, 2.4908], [-5.3558, -1.6341, -1.4734], [-4.7001, -1.1638, -2.2076], [-1.7576, 0.2339, -0.8659], [-3.7328, -3.1537, 0.6865], [-3.5304, -3.0402, -0.3851], [-4.6764, -3.5414, -2.1380], [2.1059, 0.2092, -1.8450], [1.3481, -4.3321, -1.1323], [2.0644, -0.3497, 1.7882], [-5.6071, -3.6332, -0.6550], [-4.9307, 6.7529, -1.6678], [2.7059, -2.9762, -1.9347], [8.9251, -0.1186, 0.8691], [-3.2213, 4.3546, 0.4961], [-6.3363, -1.6993, -1.9545], [9.5577, -0.7339, 1.5156], [1.4306, -2.9018, 0.5872], [6.8143, 0.7596, 4.5716], [7.7618, 1.2039, 3.1621], [2.1569, -1.7659, -3.5990], [-3.2191, 4.0748, -0.4812], [0.5042, -0.4295, -0.1948], [3.1024, -0.0993, 0.0482]],
  "mulliken_charge": [-0.99, -0.60, 0.39, -1.58, -0.84, 0.46, -0.96, 0.30, -0.31, 0.29, 0.28, -0.68, -0.06, 0.43, -0.37, 0.41, 0.43, -0.71, 0.25, -0.48, 0.16, 0.31, 0.29, 0.46, -1.14, -0.54, -1.57, 0.37, 0.47, 0.47, -0.60, -0.71, -0.03, -0.15, -1.20, 0.56, 0.32, 0.38, 0.29, -0.88, 0.24, 0.20, -0.67, 0.25, 0.20, 0.32, 0.48, 0.34, -0.11, 0.34, 0.52, 0.38, 0.31, 0.02, -0.68, 0.24, 0.37, -0.37, 0.40, 0.44, 0.38, -0.05, 0.75, -0.88, 0.41, -0.18, 0.34, 1.04, 0.45, 0.42, 0.46, -0.52, 0.34, 0.36, -0.67, -0.67, 0.31, 0.43, 0.31, 0.30, 0.39, 0.29, 0.42, -0.67, 0.65, 0.39],
  "lumo_ev": -2.850,
  "total_charge": 1,
  "orbital_gap_ev": 7.7
}